Density functional theory data (wB97M-V/def2-TZVPD) for a single C14H22O molecule in a non-equilibrium geometry.

Net charge: 0
ΔE to the lowest compared entry with this formula, charge and spin, eV: 4.457
2S+1: 1

```
37
Properties=species:S:1:pos:R:3:mulliken_charge:R:1
C 2.34516 3.07955 -0.29636 -1.138
C 1.30080 2.22224 -0.37622 -0.251
C -1.03894 0.71625 0.31795 -2.043
C -2.31486 0.53332 -0.00857 0.863
C 0.52818 -2.27483 -1.15040 -0.817
C 1.05005 -2.31682 0.24740 -1.108
C 1.68405 -0.00485 -1.66431 -1.210
C 0.31638 -0.75040 -1.37869 -0.471
C 0.27081 -1.22619 1.04077 -0.039
C 0.19939 -0.04836 0.03433 2.209
C 1.51250 0.74334 -0.19024 0.632
C -3.36844 1.39328 0.59821 -1.493
C -2.76273 -0.46876 -1.05460 -1.058
C 0.58721 -0.93728 2.53776 -1.612
O 2.47299 0.30704 0.70483 -0.421
H 2.06331 4.10566 -0.54526 0.273
H 3.24534 2.69748 -0.13449 0.311
H 0.38535 2.54442 -0.84170 0.383
H -0.63443 1.52506 1.00634 0.470
H 1.17898 -2.61041 -1.93298 0.492
H -0.58046 -2.67771 -1.12904 0.196
H 0.92268 -3.33247 0.74179 0.405
H 2.00075 -2.03105 0.23830 0.362
H 2.47853 -0.74067 -1.52287 0.302
H 1.97309 0.45466 -2.63883 0.277
H -0.49671 -0.50054 -2.02354 0.608
H -0.78634 -1.47342 1.13085 0.536
H -4.46989 1.09064 0.37832 0.307
H -3.21492 1.16486 1.65711 0.355
H -3.41046 2.43579 0.40953 0.303
H -3.89366 -0.48960 -1.08688 0.421
H -2.19971 -0.11554 -1.99764 0.217
H -2.45662 -1.43033 -0.75211 0.211
H 0.35149 -1.64487 3.26895 0.518
H -0.10715 -0.14393 2.86659 0.348
H 1.60350 -0.67762 2.86665 0.252
H 3.26476 0.88200 0.67904 0.411
```

Density functional theory data (wB97M-V/def2-TZVPD) for a 4-piece molecular cluster, C14H22O10S overall in a non-equilibrium geometry.

Net charge: 0
ΔE to the lowest compared entry with this formula, charge and spin, eV: 7.322
2S+1: 1

```
47
Properties=species:S:1:pos:R:3:mulliken_charge:R:1
O 0.35352 -6.04544 -0.89117 -0.664
C 0.85928 -4.90310 -0.89149 0.464
O 0.05939 -3.88168 -1.39692 -0.312
C 0.82802 -2.61959 -1.43852 -0.562
C 1.98632 -2.81707 -0.42715 -0.364
C 2.19270 -4.36499 -0.39168 -0.534
H 0.14935 -1.77905 -1.29349 0.626
H 1.22175 -2.52431 -2.45044 0.451
H 1.70952 -2.44478 0.55920 0.052
H 2.89244 -2.24994 -0.64020 0.496
H 2.50139 -4.87882 0.51871 0.347
H 2.75652 -4.53425 -1.30903 0.290
O 2.12276 5.36908 2.32925 -0.643
C 1.58728 5.16454 1.23830 0.398
O 2.37172 5.26053 0.15106 -0.378
C 1.80397 4.61634 -0.90902 -0.325
C 0.38291 4.36811 -0.53469 -0.139
C 0.26882 4.69386 0.91310 0.090
H 2.32159 3.65717 -0.89682 0.142
H 1.89384 5.07757 -1.89253 0.330
H 0.12423 3.34105 -0.79225 -0.015
H -0.24350 4.92945 -1.22795 0.451
H 0.00432 3.81453 1.50038 -0.059
H -0.43843 5.51248 1.04644 0.412
O -1.65433 -2.35229 -2.62161 -0.541
C -2.07044 -2.24910 -1.46351 0.762
O -3.26435 -1.60677 -1.14573 -0.430
C -3.49556 -1.67211 0.27975 -0.477
C -2.14948 -1.84488 0.89931 -0.277
C -1.43073 -2.71967 -0.08964 -0.075
H -4.13322 -2.54163 0.43919 0.319
H -3.86233 -0.72265 0.66974 0.445
H -2.21604 -2.25317 1.90776 0.466
H -1.57911 -0.96340 1.19222 -0.393
H -1.49650 -3.78779 0.11742 0.439
H -0.44486 -2.27526 0.04699 -0.174
C -0.57008 2.06987 0.53444 -0.239
C -1.24120 1.03955 1.29465 -0.546
O -0.06814 0.39009 1.72078 -0.497
S 1.27226 0.28501 0.65197 0.858
O 1.02989 -0.66048 -0.45699 -0.474
O 2.55732 0.34015 1.38992 -0.549
O 0.70722 1.74837 0.07980 -0.296
H -0.67666 2.91197 1.21825 0.035
H -1.25526 2.28580 -0.28531 0.454
H -1.81965 0.39598 0.63185 0.187
H -1.84848 1.42073 2.11565 0.451
```

Density functional theory data (wB97M-V/def2-TZVPD) for C14H23AsIN2O as an isolated structure in a non-equilibrium geometry.

Net charge: -1
ΔE to the lowest compared entry with this formula, charge and spin, eV: 0.440
2S+1: 1

```
42
Properties=species:S:1:pos:R:3:mulliken_charge:R:1
C 3.83473 1.63015 2.01348 -1.125
C 3.15005 0.33402 2.45441 -0.564
C 1.77801 0.02367 1.83921 -1.020
I 0.38499 1.68380 2.15364 -0.095
As 1.80130 -0.40700 -0.18531 0.347
C 1.96508 -0.74586 -2.22175 -1.087
C 2.20527 0.55425 -2.95723 0.013
N 2.21340 0.67607 -4.22956 -0.766
C 0.76759 -2.14998 0.07567 -1.500
C -0.56687 -2.00161 0.80978 0.076
C -1.77558 -2.00623 -0.08252 0.212
O -1.80111 -2.41475 -1.22545 -0.593
N -2.99119 -1.50663 0.55903 -0.282
C -3.36246 -0.18802 0.12120 0.342
C -4.29997 0.46196 0.88333 -0.113
C -4.76167 1.70170 0.56483 -0.631
C -4.27158 2.32809 -0.55517 -0.346
C -3.31624 1.70940 -1.30426 -0.834
C -2.85441 0.45961 -0.97669 -0.133
H 4.23371 1.57024 1.00368 0.263
H 3.20138 2.51073 2.10405 0.256
H 4.68401 1.79287 2.68898 0.383
H 2.98610 0.43129 3.53625 0.346
H 3.83070 -0.51268 2.34066 0.364
H 1.34384 -0.78732 2.42726 0.597
H 0.48435 0.41547 -0.48447 -0.012
H 2.67699 0.88822 -0.39106 -0.080
H 3.15665 -1.24027 0.01905 0.068
H 1.03063 -1.13323 -2.64265 0.375
H 2.78840 -1.42730 -2.45923 0.395
H 2.34867 1.48453 -2.40171 0.409
H 2.04582 -0.24794 -4.63770 0.263
H 0.58599 -2.55859 -0.91980 0.554
H 1.40231 -2.88361 0.58109 0.490
H -0.69024 -2.87365 1.46670 0.213
H -0.64237 -1.11883 1.45170 0.058
H -3.73765 -2.14522 0.29953 0.360
H -4.69272 -0.01500 1.77311 0.374
H -5.51705 2.21324 1.14647 0.367
H -4.61137 3.30912 -0.86303 0.357
H -2.91709 2.18633 -2.18991 0.368
H -2.09038 -0.00103 -1.58563 0.329
```

Density functional theory data (wB97M-V/def2-TZVPD) for C14H23BMoN6 as an isolated structure in a non-equilibrium geometry.

Net charge: +2
ΔE to the lowest compared entry with this formula, charge and spin, eV: 0.184
2S+1: 3
⟨S²⟩: 2.10

```
45
Properties=species:S:1:pos:R:3:mulliken_charge:R:1
H -2.55422 -1.50286 0.43521 0.581
N -0.96190 -1.16425 -0.93142 0.228
B 0.59945 -1.15385 -2.94773 -0.014
N -0.77465 -1.47670 -2.28358 -0.064
C -1.85808 -2.13595 -2.73059 0.012
Mo 0.55766 -0.16199 0.17764 -0.081
H -1.89250 -2.47177 -3.75382 0.494
C -2.78002 -2.24981 -1.68117 -1.247
H -3.74491 -2.71019 -1.71588 0.432
C -2.18898 -1.63888 -0.57144 -0.158
H 0.64320 -1.53070 -4.08248 0.006
C 1.98180 0.38767 2.04872 -0.666
H 1.65482 0.66298 3.05561 0.410
H 1.85497 1.28987 1.41564 0.171
H 3.04985 0.15247 2.03553 0.462
N 1.66553 -1.86246 -2.05704 -0.111
N 0.85980 0.37658 -2.82977 -0.048
N 1.74563 -1.56053 -0.68132 0.269
N 0.91845 0.96407 -1.55671 0.397
C 2.56204 -2.81262 -2.34877 0.018
C 1.12755 1.31327 -3.75150 -0.028
H 2.63386 -3.17872 -3.36284 0.495
H 1.14169 1.04816 -4.79739 0.499
C 3.26518 -3.14822 -1.18545 -1.197
C 1.35798 2.53351 -3.10989 -1.255
C 2.74816 -2.35394 -0.16603 -0.094
C 1.21551 2.29235 -1.74337 -0.296
H 4.04988 -3.87469 -1.09607 0.427
H 1.59393 3.47347 -3.57439 0.444
H 2.99931 -2.27742 0.88366 0.467
H 1.33165 2.95309 -0.89281 0.617
H 1.41475 -0.63826 1.79131 0.310
C -1.52398 3.06748 0.39847 -1.581
C -0.86740 2.27571 1.52179 1.295
C -1.45933 2.63679 2.87958 -1.627
C -1.01253 0.76816 1.27322 -0.837
H -2.56108 2.74123 0.25885 0.385
H -1.00015 2.93342 -0.55429 0.332
H -1.52486 4.13775 0.63102 0.416
H 0.20526 2.52767 1.54118 -0.171
H -2.52112 2.37633 2.91301 0.378
H -0.95419 2.09751 3.68510 0.385
H -1.35640 3.70769 3.06969 0.417
H -0.90516 0.18231 2.20495 0.521
H -1.98662 0.53716 0.82458 0.605
```